Entry from the OMol25 dataset: a molecular structure, C26H32NO5SV in a non-equilibrium geometry (ωB97M-V with the def2-TZVPD basis set).

Structure (ORCA input):
```
! RIJCOSX wB97M-V def2-TZVPD def2/J DEFGRID3
* xyz 1 2
O 0.174 -0.051 -6.212
C 0.266 1.281 -6.826
C 0.263 0.806 -8.261
H 1.201 1.770 -6.535
H -0.608 1.904 -6.595
C 0.237 -0.580 -7.584
H 1.188 1.012 -8.800
H -0.653 1.061 -8.800
C 1.530 -1.332 -7.841
H 2.394 -0.720 -7.558
H 1.581 -1.593 -8.909
H 1.554 -2.248 -7.246
C -0.984 -1.383 -8.002
H -1.909 -0.820 -7.840
H -1.017 -2.329 -7.456
H -0.902 -1.611 -9.073
V -0.266 -0.306 -0.192
C -2.075 -0.697 0.957
C -1.996 0.740 1.024
C -2.062 1.256 -0.304
H -1.988 1.306 1.951
C -2.234 0.151 -1.209
C -2.281 -1.051 -0.428
H -2.518 -2.029 -0.824
H -2.035 -1.375 1.809
H -2.054 2.306 -0.582
H -2.451 0.213 -2.267
C 1.060 -2.010 0.937
C 0.072 -2.456 0.003
C 0.474 -2.002 -1.318
H -0.763 -3.115 0.228
C 1.720 -1.289 -1.161
C 2.066 -1.303 0.219
H 3.006 -0.951 0.631
H 1.096 -2.272 1.991
H -0.006 -2.219 -2.270
H 2.346 -0.935 -1.977
O 2.028 1.202 -4.374
C 0.841 0.662 -3.710
C -0.249 1.720 -3.834
H 1.090 0.580 -2.631
H 0.536 -0.338 -4.041
C 0.575 3.019 -3.998
H -0.931 1.752 -2.978
H -0.824 1.508 -4.742
C 2.020 2.551 -3.772
H 0.242 3.863 -3.379
H 0.474 3.305 -5.057
H 2.221 2.484 -2.685
H 2.770 3.217 -4.214
O 0.041 -0.227 3.076
C 0.643 0.701 2.534
N 0.659 0.885 1.141
S 1.556 2.216 0.606
O 2.689 1.747 -0.164
O 0.666 3.192 0.019
C 2.017 2.630 2.260
C 2.849 3.670 2.675
C 3.085 3.820 4.050
C 2.492 2.949 4.980
C 1.662 1.915 4.548
C 1.441 1.761 3.177
H 3.286 4.326 1.927
H 3.743 4.618 4.400
H 2.683 3.087 6.045
H 1.181 1.223 5.235
*
```

Properties
Strongest force on any atom   2.31 eV/A
E_LUMO (spin up / spin down)   -5.2 / -4.7 eV
⟨S²⟩   0.804
Energy relative to the best compared isomer or geometry (same formula, charge and spin)   6.32 kJ/mol
HOMO level (spin up / spin down)   -11.61 / -11.61 eV

Entry from the OMol25 dataset: a molecular structure, C19H29BiCl2N3O2 (ωB97M-V with the def2-TZVPD basis set).

Structure (ORCA input):
```
! RIJCOSX wB97M-V def2-TZVPD def2/J DEFGRID3
* xyz 3 1
Bi 0.456 0.366 -0.100
C 3.312 2.527 2.335
C 2.866 1.177 1.871
C 2.033 0.376 2.677
C 1.681 -0.913 2.303
C 2.129 -1.440 1.081
C 2.963 -0.657 0.264
C 3.318 0.638 0.660
H 4.187 2.406 2.979
H 2.547 3.031 2.925
H 3.609 3.168 1.506
H 1.691 0.769 3.628
H 1.071 -1.520 2.961
H 1.891 -2.458 0.798
H 3.360 -1.070 -0.657
H 3.988 1.221 0.039
O 0.278 -1.232 -1.733
C 0.384 -0.944 -3.146
C 1.227 0.292 -3.295
C 1.792 0.628 -4.513
C 2.536 1.792 -4.607
C 2.708 2.585 -3.472
C 2.126 2.183 -2.292
N 1.389 1.057 -2.204
H -0.478 -1.808 -1.518
H -0.613 -0.784 -3.561
H 0.849 -1.795 -3.642
H 1.655 -0.016 -5.372
H 2.987 2.076 -5.549
H 3.289 3.496 -3.504
H 2.238 2.766 -1.386
C -2.330 -3.458 -0.227
N -2.659 -2.685 0.970
C -3.292 -3.437 2.065
C -2.202 -1.443 1.093
O -1.242 -1.074 0.288
N -2.707 -0.583 1.983
C -1.965 0.620 2.319
C -4.114 -0.615 2.422
H -1.313 -3.852 -0.189
H -2.487 -2.854 -1.121
H -3.016 -4.299 -0.286
H -2.801 -4.407 2.128
H -4.354 -3.592 1.884
H -3.149 -2.921 3.009
H -0.927 0.381 2.559
H -2.395 1.056 3.218
H -2.019 1.373 1.525
H -4.686 -1.297 1.801
H -4.529 0.384 2.297
H -4.200 -0.906 3.467
Cl -1.898 1.523 -1.536
C -1.468 3.264 -1.433
Cl -0.325 3.541 -0.110
H -2.382 3.811 -1.231
H -1.009 3.553 -2.371
*
```

Properties
Strongest force on any atom   0.14 eV/A
E_LUMO   -9.9 eV
HOMO level   -17.82 eV

Entry from the OMol25 dataset: 8 unconnected molecules or ions with the total composition C26H50N2O18 in a non-equilibrium geometry (ωB97M-V with the def2-TZVPD basis set).

Structure (ORCA input):
```
! RIJCOSX wB97M-V def2-TZVPD def2/J DEFGRID3
* xyz 0 1
C -8.368 12.630 -13.611
O -7.732 11.533 -14.206
C -6.591 11.097 -13.715
O -5.792 11.959 -12.898
O -6.174 9.988 -14.264
C -4.864 9.519 -13.954
H -7.645 13.341 -13.216
H -9.127 12.345 -12.810
H -8.987 12.994 -14.442
H -4.361 8.894 -14.695
H -4.755 8.946 -13.017
H -4.128 10.320 -13.943
C -7.449 6.453 -19.285
O -7.882 5.277 -19.812
C -7.071 4.226 -20.019
O -5.692 4.425 -19.914
O -7.745 3.059 -20.455
C -7.177 1.799 -20.074
H -8.174 7.199 -19.560
H -6.487 6.761 -19.737
H -7.316 6.383 -18.263
H -7.134 1.363 -21.014
H -7.853 1.157 -19.428
H -6.213 1.806 -19.609
C -10.822 8.401 -11.461
O -11.347 8.717 -12.683
C -10.542 9.216 -13.677
O -9.168 9.357 -13.544
O -11.255 9.729 -14.714
C -10.610 10.528 -15.714
H -9.851 8.548 -11.400
H -10.967 7.314 -11.344
H -11.281 8.863 -10.636
H -11.324 11.357 -15.891
H -10.373 10.032 -16.548
H -9.762 11.037 -15.230
C -3.301 12.044 -18.502
O -2.805 10.882 -19.121
C -3.426 9.756 -18.903
O -4.426 9.509 -17.854
O -3.045 8.685 -19.752
C -3.464 7.375 -19.534
H -3.136 12.060 -17.426
H -4.364 12.162 -18.644
H -2.653 12.833 -18.783
H -3.182 6.671 -20.357
H -4.582 7.574 -19.489
H -2.992 7.061 -18.596
C -8.369 16.646 -10.394
O -8.892 16.079 -11.562
C -8.424 16.477 -12.753
O -7.499 17.529 -12.952
O -8.885 15.702 -13.687
C -8.275 15.429 -14.960
H -7.297 17.063 -10.493
H -8.397 15.800 -9.641
H -9.011 17.484 -10.043
H -8.103 16.374 -15.442
H -9.064 14.889 -15.499
H -7.238 14.998 -14.793
C -7.049 6.918 -13.737
O -6.727 6.941 -12.347
C -6.007 5.968 -11.781
O -5.647 4.776 -12.355
O -5.752 6.184 -10.558
C -5.224 5.093 -9.820
H -7.397 7.922 -14.076
H -7.879 6.252 -13.664
H -6.328 6.675 -14.484
H -5.783 4.185 -9.956
H -4.970 5.228 -8.818
H -4.331 4.787 -10.331
C -7.725 8.755 -16.736
C -7.618 9.455 -18.111
C -7.256 10.971 -17.990
C -8.344 11.921 -17.567
N -9.174 12.740 -17.232
H -7.968 9.458 -15.931
H -6.771 8.376 -16.390
H -8.441 7.928 -16.650
H -8.620 9.299 -18.603
H -6.869 8.847 -18.650
H -6.981 11.280 -18.967
H -6.354 11.198 -17.409
C -11.377 7.067 -17.515
C -11.786 5.596 -17.680
C -10.646 4.668 -18.091
C -9.556 4.921 -17.096
N -8.656 5.127 -16.417
H -10.838 7.265 -16.560
H -12.285 7.751 -17.375
H -10.709 7.461 -18.322
H -12.558 5.553 -18.408
H -12.292 5.137 -16.778
H -10.341 4.909 -19.124
H -10.945 3.642 -18.186
*
```

Properties
Strongest force on any atom   8.99 eV/A
E_LUMO   0.4 eV
Energy relative to the best compared isomer or geometry (same formula, charge and spin)   422.51 kJ/mol
HOMO level   -9.71 eV

Entry from the OMol25 dataset: 2 unconnected molecules or ions with the total composition C6H15NS in a non-equilibrium geometry (ωB97M-V with the def2-TZVPD basis set).

Structure (ORCA input):
```
! RIJCOSX wB97M-V def2-TZVPD def2/J DEFGRID3
* xyz 0 1
C 2.014 -0.606 1.791
C 2.204 -0.671 0.279
C 3.420 -0.201 -0.330
N 1.244 0.347 -0.416
H 2.710 -1.278 2.293
H 2.231 0.407 2.142
H 1.008 -0.855 2.105
H 3.724 0.831 -0.196
H 4.243 -0.870 -0.559
H 1.803 -1.615 -0.088
H 1.459 0.185 -1.406
H 1.704 1.235 -0.201
C -2.821 1.513 -0.279
C -2.384 0.316 -1.132
C -2.463 -1.005 -0.340
S -1.244 -1.117 0.962
H -3.791 1.378 0.197
H -2.837 2.407 -0.906
H -2.065 1.685 0.487
H -2.955 0.287 -2.061
H -1.339 0.502 -1.392
H -2.392 -1.848 -1.029
H -3.475 -1.027 0.080
*
```

Properties
Strongest force on any atom   2.17 eV/A
E_LUMO   -2.9 eV
Energy relative to the best compared isomer or geometry (same formula, charge and spin)   527.58 kJ/mol
HOMO level   -6.65 eV

Entry from the OMol25 dataset: a single C2H2Cl2O2 molecule in a non-equilibrium geometry (ωB97M-V with the def2-TZVPD basis set).

Structure (ORCA input):
```
! RIJCOSX wB97M-V def2-TZVPD def2/J DEFGRID3
* xyz 0 3
C -0.562 0.245 -0.035
C 0.892 0.357 -0.410
O -0.560 -0.756 0.945
O -1.384 -1.822 0.795
Cl 1.773 -0.985 -1.108
Cl 1.776 1.589 0.256
H -0.687 1.187 0.494
H -1.248 0.184 -0.936
*
```

Properties
Strongest force on any atom   3.40 eV/A
E_LUMO (spin up / spin down)   0.7 / -1.3 eV
⟨S²⟩   2.009
Energy relative to the best compared isomer or geometry (same formula, charge and spin)   160.10 kJ/mol
HOMO level (spin up / spin down)   -8.49 / -10.80 eV

Entry from the OMol25 dataset: a molecular structure, C43H49BrN7O3PPtS in a non-equilibrium geometry (ωB97M-V with the def2-TZVPD basis set).

Structure (ORCA input):
```
! RIJCOSX wB97M-V def2-TZVPD def2/J DEFGRID3
* xyz 2 5
Pt 0.431 -0.063 -0.300
N 1.225 2.496 -0.951
C 0.330 3.553 -0.746
C 0.731 4.887 -0.746
C -0.217 5.887 -0.636
C -1.562 5.567 -0.498
C -1.958 4.243 -0.425
C -1.011 3.233 -0.529
P -1.446 1.459 -0.444
C -2.657 1.437 0.903
C -3.814 0.662 0.875
C -4.674 0.672 1.961
C -4.382 1.428 3.086
C -3.226 2.196 3.122
C -2.364 2.193 2.043
C -2.280 1.295 -2.044
C -1.477 0.838 -3.090
C -1.976 0.799 -4.378
C -3.276 1.217 -4.626
C -4.071 1.680 -3.588
C -3.580 1.726 -2.294
H 1.154 2.075 -1.876
H 2.191 2.780 -0.817
H 1.777 5.123 -0.874
H 0.094 6.919 -0.675
H -2.300 6.350 -0.432
H -2.996 3.991 -0.272
H -4.045 0.062 0.006
H -5.584 0.094 1.922
H -5.049 1.414 3.934
H -2.994 2.788 3.993
H -1.467 2.800 2.064
H -0.462 0.507 -2.874
H -1.356 0.445 -5.187
H -3.668 1.184 -5.630
H -5.077 2.014 -3.790
H -4.198 2.094 -1.488
Br 1.429 -6.491 -2.222
C 1.268 -4.647 -1.771
C 2.028 -4.126 -0.732
C 1.855 -2.805 -0.359
C 0.926 -1.987 -1.010
C 0.233 -2.513 -2.103
C 0.384 -3.836 -2.475
H 2.747 -4.753 -0.227
H 2.461 -2.430 0.457
H -0.461 -1.907 -2.669
H -0.189 -4.237 -3.294
C 1.204 -1.297 4.523
C -0.193 -0.725 4.297
C -1.259 -1.767 4.640
C -0.396 0.532 5.156
N -0.409 -0.388 2.879
N 0.486 0.349 2.130
H 1.242 -1.707 5.530
H 1.979 -0.537 4.443
H 1.437 -2.096 3.823
H -1.133 -2.111 5.661
H -1.176 -2.619 3.974
H -2.259 -1.354 4.552
H -0.313 0.257 6.203
H -1.385 0.958 4.992
H 0.367 1.281 4.951
H -1.364 -0.087 2.712
H 1.485 0.110 2.337
H 0.342 1.362 2.162
C 5.065 3.019 -1.141
C 5.049 1.892 -2.167
C 4.707 0.484 -1.612
C 5.057 -0.556 -2.700
C 4.762 -1.985 -2.267
C 5.605 0.230 -0.412
O 6.802 0.216 -0.486
N 4.966 0.017 0.793
C 3.607 -0.006 1.014
O 3.158 -0.221 2.135
N 2.799 0.199 -0.042
C 3.222 0.352 -1.305
O 2.384 0.383 -2.202
H 5.350 3.946 -1.636
H 5.798 2.828 -0.361
H 4.096 3.173 -0.665
H 6.053 1.822 -2.590
H 4.356 2.124 -2.978
H 6.119 -0.456 -2.924
H 4.483 -0.319 -3.597
H 5.372 -2.274 -1.413
H 4.988 -2.665 -3.084
H 3.711 -2.104 -2.009
H 5.558 -0.156 1.601
N -0.193 -3.033 1.781
C -1.326 -3.055 1.087
N -1.669 -2.180 0.195
C -2.858 -2.519 -0.389
C -3.457 -1.886 -1.474
C -4.664 -2.355 -1.949
C -5.304 -3.449 -1.356
C -4.710 -4.131 -0.315
C -3.489 -3.673 0.154
S -2.500 -4.365 1.393
H 0.451 -2.274 1.613
H 0.054 -3.799 2.385
H -2.956 -1.050 -1.930
H -5.125 -1.872 -2.796
H -6.261 -3.774 -1.730
H -5.166 -5.005 0.120
*
```

Properties
Strongest force on any atom   2.69 eV/A
E_LUMO (spin up / spin down)   -5.1 / -9.0 eV
⟨S²⟩   6.041
Energy relative to the best compared isomer or geometry (same formula, charge and spin)   74.76 kJ/mol
HOMO level (spin up / spin down)   -13.06 / -13.28 eV

Entry from the OMol25 dataset: a molecular structure, C10H15N8O2PdS in a non-equilibrium geometry (ωB97M-V with the def2-TZVPD basis set).

Structure (ORCA input):
```
! RIJCOSX wB97M-V def2-TZVPD def2/J DEFGRID3
* xyz 1 1
Pd 0.081 0.348 -0.992
N 2.135 0.399 -1.013
C 2.730 1.711 -0.626
C 2.183 2.810 -1.518
C 0.784 3.208 -1.079
O 0.549 4.298 -0.619
O -0.156 2.298 -1.260
H 2.481 -0.313 -0.375
H 2.446 0.163 -1.953
H 3.817 1.642 -0.688
H 2.457 1.884 0.415
H 2.146 2.460 -2.554
H 2.823 3.687 -1.471
N -4.049 0.122 -1.213
C -3.003 0.944 -1.102
N -1.924 0.198 -1.030
C -2.373 -1.083 -1.107
N -3.671 -1.173 -1.219
C -1.383 -2.163 -1.073
C -1.692 -3.502 -0.889
N -0.745 -4.429 -0.831
C 0.511 -4.023 -0.978
C 0.837 -2.687 -1.164
N -0.110 -1.754 -1.206
H -5.027 0.360 -1.273
H -3.034 2.021 -1.080
H -2.723 -3.814 -0.782
H 1.286 -4.777 -0.940
H 1.862 -2.374 -1.303
N 0.077 -0.712 4.089
C 0.144 0.454 3.432
N 0.032 1.571 4.158
S 0.349 0.534 1.754
H -0.024 -0.768 5.088
H 0.194 -1.560 3.566
H -0.084 1.565 5.157
H 0.070 2.454 3.678
*
```

Properties
Strongest force on any atom   1.43 eV/A
E_LUMO   -3.9 eV
Energy relative to the best compared isomer or geometry (same formula, charge and spin)   0.00 kJ/mol
HOMO level   -11.32 eV

Entry from the OMol25 dataset: a gas-phase ion, C5H6N (charge +1) in a non-equilibrium geometry (ωB97M-V with the def2-TZVPD basis set).

Structure (ORCA input):
```
! RIJCOSX wB97M-V def2-TZVPD def2/J DEFGRID3
* xyz 1 1
C 2.194 0.651 -0.811
C 1.331 -0.192 -0.740
C 0.231 -1.065 -0.927
C -0.860 -0.885 0.150
C -1.046 0.221 0.750
N -1.215 1.346 1.380
H 3.080 1.263 -0.659
H 0.461 -2.119 -0.995
H -0.207 -0.987 -1.822
H -1.416 -1.875 0.279
H -0.847 1.497 2.355
H -1.705 2.145 1.040
*
```

Properties
Strongest force on any atom   4.27 eV/A
E_LUMO   -5.2 eV
Energy relative to the best compared isomer or geometry (same formula, charge and spin)   385.82 kJ/mol
HOMO level   -14.17 eV

Entry from the OMol25 dataset: 6 unconnected molecules or ions with the total composition C20H39BN3O22S6 in a non-equilibrium geometry (ωB97M-V with the def2-TZVPD basis set).

Structure (ORCA input):
```
! RIJCOSX wB97M-V def2-TZVPD def2/J DEFGRID3
* xyz 1 1
C -1.728 3.441 -5.247
C -2.066 3.640 -3.667
C -0.820 3.129 -2.798
C -0.554 1.524 -2.983
N 0.195 1.103 -1.765
N 0.951 -0.091 -1.944
S 0.119 -1.285 -2.987
C 2.288 0.313 -2.514
B 3.013 -0.877 -3.414
O 2.794 -0.990 -4.853
O 3.941 -1.844 -2.853
C 1.022 -0.738 -0.591
C -0.214 -0.965 0.339
C -0.188 -1.655 1.711
N 1.034 -2.117 2.262
C 2.188 -1.900 1.462
C 2.348 -1.274 0.065
H -0.667 3.002 -5.375
H -2.527 2.736 -5.671
H -1.735 4.473 -5.755
H -2.218 4.747 -3.422
H -2.977 3.005 -3.393
H 0.135 3.626 -3.227
H -0.875 3.366 -1.683
H -1.600 1.065 -3.084
H 0.059 1.450 -3.962
H 0.811 1.891 -1.479
H -1.231 -1.280 -2.584
H 2.219 1.210 -3.242
H 3.041 0.659 -1.708
H 2.413 -1.901 -4.964
H 4.822 -1.533 -3.193
H -1.234 -0.621 -0.055
H -1.185 -1.775 2.270
H 3.189 -2.254 1.943
H 3.355 -1.165 -0.452
C 0.287 -5.815 2.873
C -0.276 -4.818 3.863
O -1.147 -5.578 4.702
S -0.558 -7.086 4.844
O 0.180 -7.167 6.068
O -1.597 -8.010 4.501
O 0.501 -7.014 3.617
H -0.433 -6.032 2.077
H 1.221 -5.468 2.432
H -0.820 -4.012 3.372
H 0.514 -4.395 4.490
C -4.237 -3.802 1.073
C -5.314 -3.929 0.008
O -4.977 -2.947 -0.977
S -3.366 -2.786 -1.033
O -2.871 -3.584 -2.115
O -3.045 -1.396 -0.884
O -3.026 -3.549 0.356
H -4.430 -2.949 1.730
H -4.143 -4.707 1.674
H -6.314 -3.750 0.403
H -5.283 -4.912 -0.471
C -0.103 2.833 3.565
C -1.190 2.712 2.509
O -0.862 3.695 1.525
S 0.751 3.854 1.456
O 1.234 3.055 0.366
O 1.077 5.238 1.604
O 1.101 3.086 2.839
H -0.287 3.684 4.226
H -0.005 1.926 4.162
H -2.186 2.891 2.914
H -1.165 1.730 2.027
C -3.392 8.620 -1.943
C -2.034 9.278 -2.129
O -1.514 8.718 -3.335
S -2.745 8.393 -4.342
O -2.867 9.479 -5.268
O -2.640 7.026 -4.758
O -3.944 8.515 -3.256
H -3.290 7.610 -1.535
H -4.050 9.206 -1.300
H -1.360 9.085 -1.294
H -2.134 10.357 -2.273
C 6.696 -4.838 3.789
C 6.332 -3.399 3.458
O 4.981 -3.457 2.995
S 4.208 -4.658 3.770
O 3.480 -4.090 4.864
O 3.602 -5.509 2.789
O 5.518 -5.403 4.366
H 6.937 -5.403 2.884
H 7.531 -4.901 4.488
H 6.982 -2.970 2.695
H 6.356 -2.770 4.352
*
```

Properties
Strongest force on any atom   7.46 eV/A
E_LUMO   -3.6 eV
Energy relative to the best compared isomer or geometry (same formula, charge and spin)   0.00 kJ/mol
HOMO level   -12.34 eV